{"formula": "C11H23INO2P2Pb", "method": "ωB97M-V/def2-TZVPD", "symbols": ["Pb", "P", "C", "C", "N", "C", "C", "C", "C", "C", "P", "H", "H", "H", "H", "H", "H", "H", "H", "O", "H", "H", "O", "H", "C", "H", "H", "H", "C", "H", "H", "H", "C", "H", "H", "H", "C", "H", "H", "H", "I"], "positions_angstrom": [[0.019, 0.552, 1.718], [2.331, -0.847, 1.563], [2.257, -0.992, -0.215], [1.065, -1.262, -0.877], [-0.126, -0.844, -0.277], [-1.295, -1.196, -0.838], [-1.371, -2.007, -1.978], [-0.189, -2.433, -2.617], [1.017, -1.993, -2.112], [-2.617, -0.700, -0.229], [-2.769, 0.998, 0.232], [1.935, -2.241, -2.647], [-2.367, -2.307, -2.327], [-0.273, -3.034, -3.526], [-3.383, -0.749, -1.026], [-2.920, -1.335, 0.620], [3.452, 3.185, -2.753], [3.191, -1.103, -0.780], [-0.558, 3.874, -0.574], [4.091, 2.708, -2.249], [4.081, 3.157, -1.394], [-1.791, 1.365, 1.231], [0.003, 4.001, 0.196], [0.521, 3.202, 0.164], [-2.877, 1.995, -1.226], [-3.773, 1.591, -1.733], [-3.017, 3.055, -0.976], [-1.990, 1.870, -1.869], [-4.132, 1.259, 1.355], [-4.017, 2.246, 1.832], [-5.004, 1.227, 0.700], [-4.113, 0.460, 2.108], [2.268, -2.556, 2.231], [3.215, -3.069, 1.995], [2.094, -2.613, 3.318], [1.437, -3.115, 1.781], [4.023, -0.281, 1.969], [4.113, 0.050, 3.015], [4.752, -1.085, 1.774], [4.272, 0.579, 1.335], [-1.549, -1.614, 3.089]], "orbital_gap_ev": [4.77, 4.76], "lumo_energy_ev": [-13.615, -13.620], "de_lowest_ev": 1.3399, "charge": 3}